The following is a DFT calculation (ωB97M-V with the def2-TZVPD basis set) of a molecular structure, C29H21CoF5N6O2S3.

Each line ends with the natural charge from an NBO analysis.
Atoms and positions in Å:
Co: 0.47 0.22 0.03  0.99
C: -2.40 2.85 1.58  -0.67
C: -1.18 2.22 0.96  0.14
N: -1.13 0.93 0.63  -0.36
N: -2.25 0.14 0.69  -0.40
C: -2.16 -1.11 0.23  0.34
N: -3.31 -1.80 0.03  -0.79
S: -0.64 -1.83 0.06  -0.19
C: 0.02 2.90 0.68  0.10
C: 0.22 4.30 0.78  -0.24
C: 1.40 4.85 0.37  -0.18
C: 2.42 4.02 -0.13  -0.32
C: 2.18 2.66 -0.18  0.08
N: 1.05 2.09 0.22  -0.53
H: -2.86 2.16 2.29  0.22
H: -3.14 3.13 0.83  0.22
H: -2.12 3.75 2.12  0.23
H: -3.15 0.61 0.69  0.39
H: -4.07 -1.27 -0.37  0.40
H: -3.16 -2.69 -0.42  0.41
H: -0.58 4.92 1.16  0.21
H: 1.57 5.92 0.44  0.21
H: 3.35 4.42 -0.48  0.22
H: 2.96 2.01 -0.55  0.20
F: 0.49 -2.13 6.92  -0.27
C: 0.72 -2.47 5.67  0.31
C: 0.72 -1.50 4.67  0.29
F: 0.48 -0.23 5.00  -0.29
C: 0.99 -1.83 3.36  0.36
F: 0.94 -0.79 2.51  -0.29
C: 1.33 -3.16 2.99  -0.37
S: 1.83 -3.65 1.44  0.19
C: 1.26 -4.11 4.03  0.37
F: 1.51 -5.38 3.74  -0.27
C: 0.97 -3.79 5.33  0.25
F: 0.94 -4.72 6.27  -0.28
O: -1.32 -0.67 -4.01  -0.96
S: -1.31 0.34 -2.98  2.34
O: -2.43 0.33 -2.07  -1.00
N: 0.05 0.32 -2.11  -0.98
C: 1.23 0.05 -2.75  0.18
C: 1.47 0.14 -4.12  -0.26
C: 2.73 -0.13 -4.66  -0.17
C: 3.79 -0.50 -3.87  -0.25
C: 3.62 -0.59 -2.48  -0.09
C: 4.67 -0.93 -1.60  -0.12
C: 4.43 -0.96 -0.26  -0.26
C: 3.15 -0.66 0.23  0.06
N: 2.14 -0.34 -0.57  -0.46
C: 2.35 -0.31 -1.92  0.19
C: -1.37 1.95 -3.74  -0.35
C: -1.41 3.05 -2.89  -0.19
C: -1.49 4.32 -3.44  -0.20
C: -1.53 4.47 -4.82  -0.21
C: -1.50 3.36 -5.66  -0.23
C: -1.43 2.09 -5.11  -0.14
H: 0.66 0.42 -4.78  0.23
H: 2.86 -0.05 -5.73  0.21
H: 4.76 -0.72 -4.31  0.21
H: 5.65 -1.14 -2.00  0.22
H: 5.22 -1.20 0.45  0.22
H: 2.99 -0.56 1.29  0.21
H: -1.37 2.89 -1.82  0.23
H: -1.52 5.18 -2.80  0.21
H: -1.60 5.47 -5.25  0.21
H: -1.53 3.49 -6.73  0.21
H: -1.42 1.20 -5.73  0.23

Energy relative to the best compared isomer or geometry (same formula, charge and spin)   21.3 kcal/mol
Total energy   -127168.287 eV
2S+1   4
HOMO-LUMO gap (alpha / beta)   0.209 / 0.165 Ha
F_max   1.4 eV/Å

The following is a DFT calculation (ωB97M-V with the def2-TZVPD basis set) of 2 unconnected molecules or ions with the total composition C2H6N2O2.

Each line ends with the natural charge from an NBO analysis.
Atoms and positions in Å:
H: -0.41 1.99 -1.55  0.37
N: -0.30 0.93 -1.11  -0.79
C: 1.03 1.19 -0.69  0.27
N: 1.60 0.20 0.05  -0.77
H: 1.51 2.02 -1.22  0.20
H: 2.57 0.41 0.23  0.41
H: 0.94 -0.41 0.36  0.43
O: -1.77 -1.82 2.21  -0.54
C: -1.70 -1.72 0.96  0.64
O: -0.54 -1.24 0.39  -0.84
H: -2.53 -1.39 0.34  0.13
H: -0.42 -0.15 0.02  0.51

SMILES   [H]/N=C/N.O=CO
Energy relative to the best compared isomer or geometry (same formula, charge and spin)   94.2 kcal/mol
Total energy   -9243.234 eV
HOMO-LUMO gap   0.379 Ha
F_max   7.6 eV/Å

The following is a DFT calculation (ωB97M-V with the def2-TZVPD basis set) of a molecular structure, C42H41NO2P2PbS2.

Each line ends with the Löwdin charge.
Atoms and positions in Å:
Pb: 0.39 -1.62 -2.47  1.27
C: 2.40 -2.28 -3.37  -0.34
C: 2.57 -0.92 -2.97  -0.30
C: 2.68 0.22 -3.97  -0.20
C: 1.51 0.21 -4.98  -0.18
C: 0.20 -0.27 -4.40  -0.28
C: -0.38 -1.50 -4.69  -0.28
C: 0.33 -2.83 -4.92  -0.27
C: 1.87 -2.82 -4.67  -0.23
C: -2.10 0.76 1.38  -0.15
H: 2.88 -3.02 -2.71  0.10
H: 3.14 -0.76 -2.02  0.10
H: 3.65 0.10 -4.50  0.12
H: 2.74 1.20 -3.46  0.10
H: 1.38 1.22 -5.36  0.11
H: 1.82 -0.40 -5.83  0.10
H: -0.46 0.50 -3.94  0.09
H: -1.48 -1.56 -4.70  0.09
H: 0.08 -3.16 -5.94  0.11
H: -0.15 -3.57 -4.23  0.09
H: 2.15 -3.89 -4.67  0.12
H: 2.37 -2.32 -5.50  0.10
H: -2.44 -0.21 1.75  0.04
H: -2.68 1.56 1.84  0.08
H: -1.05 0.86 1.67  0.02
P: 1.37 0.24 0.81  0.98
P: -2.27 0.91 -0.38  1.02
C: 0.66 0.86 -0.75  -0.35
C: -0.64 1.09 -1.14  -0.33
C: 2.82 1.36 1.01  -0.38
C: 3.60 1.95 0.00  -0.08
C: 4.72 2.70 0.36  -0.09
C: 5.04 2.89 1.71  -0.09
C: 4.26 2.32 2.72  -0.07
C: 3.14 1.56 2.36  -0.11
C: 2.33 -1.35 0.47  -0.38
C: 1.74 -2.52 -0.07  -0.25
C: 1.95 -3.82 0.40  -0.06
C: 3.29 -4.05 0.77  -0.08
C: 4.13 -2.93 0.91  -0.10
C: 3.68 -1.61 0.82  -0.08
C: -3.21 2.37 -0.83  -0.31
C: -2.60 3.61 -0.57  -0.08
C: -3.34 4.78 -0.75  -0.06
C: -4.64 4.71 -1.25  -0.06
C: -5.20 3.48 -1.62  -0.06
C: -4.47 2.31 -1.42  -0.07
C: -3.16 -0.53 -1.08  -0.30
C: -3.68 -1.53 -0.24  -0.05
C: -4.15 -2.73 -0.76  -0.05
C: -4.17 -2.93 -2.15  -0.06
C: -3.75 -1.92 -3.02  -0.08
C: -3.26 -0.72 -2.48  -0.12
H: 1.44 1.09 -1.49  0.03
H: -0.76 1.59 -2.13  0.08
H: 3.35 1.83 -1.05  0.08
H: 5.33 3.17 -0.42  0.10
H: 5.89 3.53 1.99  0.11
H: 4.48 2.47 3.77  0.10
H: 2.51 1.09 3.12  0.05
H: 1.70 -2.58 -1.19  -0.03
H: 1.21 -4.65 0.30  0.12
H: 3.67 -5.06 0.87  0.10
H: 5.20 -3.09 1.06  0.10
H: 4.36 -0.78 0.98  0.10
H: -1.56 3.66 -0.23  0.12
H: -2.89 5.75 -0.48  0.11
H: -5.24 5.62 -1.35  0.11
H: -6.20 3.41 -2.03  0.11
H: -4.87 1.34 -1.71  0.10
H: -3.69 -1.34 0.83  0.10
H: -4.48 -3.54 -0.10  0.12
H: -4.52 -3.87 -2.57  0.11
H: -3.81 -2.06 -4.10  0.11
H: -2.95 0.07 -3.18  0.11
O: -3.25 -1.75 6.12  -0.31
S: -2.78 -0.66 5.30  0.62
O: -3.76 0.26 4.75  -0.35
N: -1.71 -1.12 4.12  -0.15
C: -0.44 -0.74 4.34  -0.85
S: 0.82 -1.16 3.31  0.62
C: -0.30 0.07 5.56  -0.24
C: 0.80 0.75 6.07  -0.04
C: 0.68 1.58 7.19  -0.08
C: -0.56 1.70 7.85  -0.08
C: -1.67 1.00 7.36  -0.05
C: -1.53 0.22 6.22  -0.22
H: 1.77 0.63 5.58  0.10
H: 1.52 2.15 7.59  0.10
H: -0.69 2.34 8.73  0.10
H: -2.66 1.04 7.82  0.12

Energy relative to the best compared isomer or geometry (same formula, charge and spin)   169.0 kcal/mol
Total energy   -95289.641 eV
HOMO-LUMO gap   0.198 Ha
F_max   4.1 eV/Å

The following is a DFT calculation (ωB97M-V with the def2-TZVPD basis set) of 2 unconnected molecules or ions with the total composition C4H13NS.

Each line ends with the natural charge from an NBO analysis.
Atoms and positions in Å:
C: -0.23 -2.21 0.76  -0.61
C: 0.46 -1.57 1.95  -0.50
S: -0.10 0.13 2.28  -0.19
H: -0.03 -1.64 -0.15  0.19
H: -1.31 -2.22 0.90  0.21
H: 0.11 -3.23 0.60  0.21
H: 1.54 -1.53 1.80  0.20
H: 0.26 -2.15 2.85  0.21
H: -0.04 0.62 0.93  0.20
C: 1.14 1.31 -1.27  -0.42
N: -0.06 1.55 -0.48  -0.61
C: -1.27 1.25 -1.24  -0.42
H: 2.02 1.60 -0.71  0.21
H: 1.22 0.24 -1.49  0.19
H: 1.13 1.84 -2.23  0.18
H: -0.09 2.52 -0.21  0.37
H: -1.31 1.79 -2.18  0.17
H: -2.14 1.52 -0.64  0.21
H: -1.31 0.18 -1.45  0.20

SMILES   CCS.CNC
Energy relative to the best compared isomer or geometry (same formula, charge and spin)   11.0 kcal/mol
Total energy   -16683.612 eV
HOMO-LUMO gap   0.330 Ha
F_max   1.2 eV/Å

The following is a DFT calculation (ωB97M-V with the def2-TZVPD basis set) of 2 unconnected molecules or ions with the total composition C6H17N2.

Each line ends with the natural charge from an NBO analysis.
Atoms and positions in Å:
N: 2.65 1.18 0.53  -0.73
C: 1.83 0.14 -0.15  -0.25
C: 2.90 -0.84 -0.72  -0.59
C: 0.75 -0.63 0.50  0.16
N: -2.22 0.15 1.39  -0.75
C: -2.21 -1.19 -0.82  -0.57
C: -2.40 0.19 -0.03  -0.06
C: -1.35 1.09 -0.72  -0.63
H: 2.13 2.03 0.74  0.38
H: -1.25 0.03 1.65  0.33
H: 3.06 0.81 1.39  0.37
H: 1.31 0.83 -0.83  0.30
H: 3.51 -0.41 -1.50  0.26
H: 2.30 -1.57 -1.27  0.21
H: 3.43 -1.36 0.08  0.23
H: 0.73 -1.71 0.38  0.23
H: 0.60 -0.20 1.49  0.21
H: -2.78 -0.60 1.80  0.38
H: -2.33 -1.02 -1.89  0.23
H: -1.19 -1.46 -0.51  0.16
H: -2.91 -1.94 -0.44  0.23
H: -3.41 0.51 -0.24  0.23
H: -1.73 1.72 -1.52  0.27
H: -0.52 0.51 -1.08  0.18
H: -0.90 1.81 -0.02  0.21

Energy relative to the best compared isomer or geometry (same formula, charge and spin)   125.7 kcal/mol
Total energy   -9466.581 eV
Charge   +1
HOMO-LUMO gap   0.200 Ha
F_max   3.9 eV/Å

The following is a DFT calculation (ωB97M-V with the def2-TZVPD basis set) of a molecular structure, C9H19ClNO3V.

Each line ends with the Löwdin charge.
Atoms and positions in Å:
O: -0.39 3.13 1.06  -0.39
V: -1.35 2.65 -0.19  0.68
O: -1.05 3.48 -1.47  -0.32
Cl: -3.75 3.06 0.38  -0.10
C: 1.50 1.54 -1.35  -0.05
C: 1.00 0.16 -0.84  -0.48
C: 2.00 -0.07 0.37  -0.11
C: 1.59 -1.11 1.38  -0.23
C: 0.26 -0.90 1.83  -0.15
C: -0.83 -0.67 0.70  -0.42
N: -0.34 0.27 -0.39  -0.14
O: -1.30 0.62 -1.30  -0.04
C: -1.34 -2.03 0.28  -0.05
C: -2.06 -0.01 1.35  -0.06
C: 1.21 -0.79 -2.05  0.00
H: 0.92 1.79 -2.24  0.08
H: 2.58 1.46 -1.52  0.10
H: 1.37 2.33 -0.61  0.07
H: 2.91 -0.45 -0.08  0.12
H: 2.33 0.85 0.85  0.13
H: 2.34 -0.99 2.17  0.13
H: 1.72 -2.11 0.98  0.12
H: 0.18 -0.14 2.61  0.13
H: 0.03 -1.84 2.33  0.13
H: -0.59 -2.71 -0.13  0.08
H: -1.89 -2.69 0.94  0.10
H: -1.98 -2.02 -0.60  0.08
H: -2.82 0.07 0.56  0.07
H: -2.46 -0.56 2.20  0.10
H: -1.86 0.98 1.75  0.05
H: 0.42 -1.52 -2.20  0.07
H: 2.06 -1.48 -2.13  0.09
H: 1.12 -0.11 -2.90  0.08
H: -1.54 -0.21 -1.71  0.12

Energy relative to the best compared isomer or geometry (same formula, charge and spin)   5.5 kcal/mol
Total energy   -55482.382 eV
HOMO-LUMO gap   0.334 Ha
F_max   4.4 eV/Å